(1)
Entry from the OMol25 dataset: a cluster of 2 separate species, CH4N3O2 in total at a distorted geometry (wB97M-V/def2-TZVPD).

- Relative energy (zero: lowest compared OMol25 entry of this formula, charge and spin): 1.256 eV
- Largest force on an atom: 4.10 eV Å⁻¹
- Net charge: +1
- Molecular weight: 90.06 g mol⁻¹
- DFT total energy: -354.8407 Eh
- Orbital gap (alpha / beta): 11.48 / 11.48 eV

The geometry in XYZ format:
```
10
CH4N3O2 | the OMol25 dataset | wB97M-V/def2-TZVPD
C -0.64 -1.27 -0.78
N 0.85 1.71 0.74
N -0.65 -0.81 -1.84
N -0.70 -1.41 0.44
O 0.83 0.76 1.51
O 0.36 1.67 -0.41
H 1.13 2.73 1.15
H -0.18 -0.58 -2.61
H -0.08 -0.61 0.81
H -0.91 -2.20 0.99
```

***

(2)
Entry from the OMol25 dataset: a structure of composition CH4N3O4S at a distorted geometry (wB97M-V/def2-TZVPD).

- Relative energy (zero: lowest compared OMol25 entry of this formula, charge and spin): 1.985 eV
- Largest force on an atom: 5.42 eV Å⁻¹
- Net charge: -1
- Molecular weight: 154.13 g mol⁻¹
- DFT total energy: -903.8804 Eh
- Orbital gap (alpha / beta): 7.98 / 7.97 eV

The geometry in XYZ format:
```
13
CH4N3O4S | the OMol25 dataset | wB97M-V/def2-TZVPD
C 0.18 -0.76 0.23
N -0.92 -1.37 0.66
N 1.48 -1.32 0.70
N -1.35 2.09 0.52
O 0.34 0.17 -0.56
O -2.01 -0.27 -1.43
O -3.29 -1.30 0.28
O -2.37 1.24 1.01
S -2.09 -0.67 -0.07
H 1.49 -2.26 0.97
H 2.23 -1.02 0.10
H -1.13 1.83 -0.51
H -0.46 1.68 1.04
```

***

(3)
Entry from the OMol25 dataset: an isolated molecule of CH4N3P at a distorted geometry (wB97M-V/def2-TZVPD).

- Relative energy (zero: lowest compared OMol25 entry of this formula, charge and spin): 2.453 eV
- Largest force on an atom: 4.22 eV Å⁻¹
- Molecular weight: 89.04 g mol⁻¹
- DFT total energy: -546.0322 Eh
- Orbital gap: 9.52 eV
- SMILES: C1N=NNP1

The geometry in XYZ format:
```
9
CH4N3P | the OMol25 dataset | wB97M-V/def2-TZVPD
C -0.14 -0.96 -0.19
N -1.51 -0.65 -0.33
N -1.76 0.54 -0.11
N -0.78 1.42 0.16
P 0.86 0.68 -0.32
H 0.00 -1.24 0.77
H 0.18 -1.73 -0.96
H -1.13 2.32 -0.06
H 1.56 0.82 1.03
```

***

(4)
Entry from the OMol25 dataset: an isolated molecule of CH4N3P at a distorted geometry (wB97M-V/def2-TZVPD).

- Relative energy (zero: lowest compared OMol25 entry of this formula, charge and spin): 2.475 eV
- Largest force on an atom: 3.52 eV Å⁻¹
- Molecular weight: 89.04 g mol⁻¹
- DFT total energy: -546.0314 Eh
- Orbital gap: 10.13 eV
- SMILES: C1N=NNP1

The geometry in XYZ format:
```
9
CH4N3P | the OMol25 dataset | wB97M-V/def2-TZVPD
C 0.01 -1.11 -0.36
N -1.26 -0.53 -0.05
N -1.30 0.70 0.14
N -0.13 1.33 0.03
P 1.26 0.48 -0.15
H 0.50 -1.74 0.37
H -0.10 -1.73 -1.19
H -0.33 2.27 -0.02
H 1.34 0.33 1.23
```

***

(5)
Entry from the OMol25 dataset: a cluster of 2 separate species, CH4N4O in total at a distorted geometry (wB97M-V/def2-TZVPD).

- Relative energy (zero: lowest compared OMol25 entry of this formula, charge and spin): 0.488 eV
- Largest force on an atom: 10.92 eV Å⁻¹
- 2S+1: 3
- Molecular weight: 88.07 g mol⁻¹
- Expectation value of S²: 2.007
- DFT total energy: -334.5704 Eh
- Orbital gap (alpha / beta): 6.94 / 9.54 eV

The geometry in XYZ format:
```
10
CH4N4O | the OMol25 dataset | wB97M-V/def2-TZVPD
C 2.03 0.65 -0.52
N -2.29 -0.36 1.17
N -1.27 0.02 0.54
N 2.64 0.14 -1.41
N -0.83 -0.49 -0.50
O 1.53 1.14 0.40
H -2.28 0.14 2.05
H -0.64 0.90 0.91
H 2.47 -0.79 -1.84
H -1.37 -1.34 -0.79
```

***

(6)
Entry from the OMol25 dataset: an isolated molecule of CH4N4O4S at a distorted geometry (wB97M-V/def2-TZVPD).

- Relative energy (zero: lowest compared OMol25 entry of this formula, charge and spin): 1.797 eV
- Largest force on an atom: 3.48 eV Å⁻¹
- Molecular weight: 168.13 g mol⁻¹
- DFT total energy: -958.4819 Eh
- Orbital gap: 10.31 eV
- SMILES: O=C(NO)NN1NS1(=O)=O

The geometry in XYZ format:
```
14
CH4N4O4S | the OMol25 dataset | wB97M-V/def2-TZVPD
O -0.22 -0.39 -1.56
C 0.65 -0.44 -0.75
N 1.98 -0.44 -1.02
O 2.48 -0.41 -2.26
N 0.37 -0.51 0.67
N -1.03 -0.58 0.97
N -1.36 0.33 2.16
S -1.80 0.89 0.69
O -0.98 2.04 0.39
O -3.21 0.74 0.33
H 2.59 -0.61 -0.26
H 1.94 -0.71 -2.96
H 0.59 0.42 1.03
H -1.99 -0.33 2.57
```

***

(7)
Entry from the OMol25 dataset: an isolated molecule of CH4N4S at a distorted geometry (wB97M-V/def2-TZVPD).

- Relative energy (zero: lowest compared OMol25 entry of this formula, charge and spin): 4.491 eV
- Largest force on an atom: 4.93 eV Å⁻¹
- Molecular weight: 104.14 g mol⁻¹
- DFT total energy: -657.5106 Eh
- Orbital gap (alpha / beta): 7.22 / 8.05 eV
- SMILES: [S-][N+]1=NNCN1

The geometry in XYZ format:
```
10
CH4N4S | the OMol25 dataset | wB97M-V/def2-TZVPD
S 2.86 0.31 0.27
N 1.30 0.10 0.18
N 0.62 -1.45 0.01
N -0.61 -1.18 -0.30
C -0.99 0.15 0.25
N 0.18 0.93 0.23
H -0.57 -1.27 -1.31
H -1.89 0.81 -0.17
H -1.23 -0.09 1.27
H 0.32 1.70 -0.43
```

***

(8)
Entry from the OMol25 dataset: the ion CH4N5 with charge +1 at a distorted geometry (wB97M-V/def2-TZVPD).

- Relative energy (zero: lowest compared OMol25 entry of this formula, charge and spin): 0.174 eV
- Largest force on an atom: 5.71 eV Å⁻¹
- Net charge: +1
- Molecular weight: 86.08 g mol⁻¹
- DFT total energy: -313.9688 Eh
- Orbital gap: 11.11 eV
- SMILES: N#[N+]N=C(N)N

The geometry in XYZ format:
```
10
CH4N5 | the OMol25 dataset | wB97M-V/def2-TZVPD
N 2.06 -0.92 -2.14
N 1.26 -0.46 -1.54
N 0.58 0.32 -0.94
C -0.26 0.19 0.18
N -0.94 1.28 0.39
N -0.18 -0.91 0.89
H -0.75 1.89 -0.35
H -1.83 1.33 0.99
H 0.56 -1.66 0.63
H -0.51 -1.06 1.88
```

***

(9)
Entry from the OMol25 dataset: a cluster of 2 separate species, CH4NO2 in total at a distorted geometry (wB97M-V/def2-TZVPD).

- Relative energy (zero: lowest compared OMol25 entry of this formula, charge and spin): 2.020 eV
- Largest force on an atom: 1.41 eV Å⁻¹
- Net charge: -1
- Molecular weight: 62.05 g mol⁻¹
- DFT total energy: -245.7234 Eh
- Orbital gap: 6.26 eV

The geometry in XYZ format:
```
8
CH4NO2 | the OMol25 dataset | wB97M-V/def2-TZVPD
O 0.12 0.25 2.59
H -0.35 0.63 1.83
C -0.35 -1.06 -1.28
N -0.13 0.31 -1.61
O 0.50 -1.57 -0.56
H 0.68 -0.28 1.99
H 0.42 0.89 -0.96
H -0.89 0.83 -2.00
```

***

(10)
Entry from the OMol25 dataset: a cluster of 2 separate species, CH4NO2 in total at a distorted geometry (wB97M-V/def2-TZVPD).

- Relative energy (zero: lowest compared OMol25 entry of this formula, charge and spin): 2.146 eV
- Largest force on an atom: 1.36 eV Å⁻¹
- Net charge: -1
- Molecular weight: 62.05 g mol⁻¹
- DFT total energy: -245.7187 Eh
- Orbital gap: 6.64 eV

The geometry in XYZ format:
```
8
CH4NO2 | the OMol25 dataset | wB97M-V/def2-TZVPD
O -2.06 -0.09 1.03
H -1.37 -0.24 1.68
C 0.19 0.41 -1.07
N 1.33 -0.54 -0.77
O 0.32 1.50 -0.54
H -1.53 0.12 0.23
H 2.09 0.08 -0.47
H 1.03 -1.24 -0.09
```

***

(11)
Entry from the OMol25 dataset: the ion CH4NO2 with charge +1 at a distorted geometry (wB97M-V/def2-TZVPD).

- Relative energy (zero: lowest compared OMol25 entry of this formula, charge and spin): 7.769 eV
- Largest force on an atom: 6.14 eV Å⁻¹
- Net charge: +1
- Molecular weight: 62.05 g mol⁻¹
- DFT total energy: -245.1961 Eh
- Orbital gap: 9.46 eV

The geometry in XYZ format:
```
8
CH4NO2 | the OMol25 dataset | wB97M-V/def2-TZVPD
C 1.05 0.21 0.03
N -0.17 -0.29 -0.11
O -2.29 -0.26 0.04
O -1.19 0.51 -0.15
H 1.30 1.32 0.27
H 1.66 -0.43 0.85
H 1.57 0.04 -0.91
H -1.92 -1.11 -0.02
```

***

(12)
Entry from the OMol25 dataset: the ion CH4NO2 with charge +1 at a distorted geometry (wB97M-V/def2-TZVPD).

- Relative energy (zero: lowest compared OMol25 entry of this formula, charge and spin): 8.315 eV
- Largest force on an atom: 5.82 eV Å⁻¹
- Net charge: +1
- Molecular weight: 62.05 g mol⁻¹
- DFT total energy: -245.1760 Eh
- Orbital gap (alpha / beta): 10.01 / 9.70 eV

The geometry in XYZ format:
```
8
CH4NO2 | the OMol25 dataset | wB97M-V/def2-TZVPD
C 0.85 0.60 -0.13
N -0.26 -0.21 0.19
O -1.75 -1.70 -0.03
O -0.74 -1.22 -0.49
H 0.34 1.54 -0.62
H 1.14 0.84 0.85
H 1.56 0.15 -0.74
H -1.15 0.01 0.96
```

***

(13)
Entry from the OMol25 dataset: the ion CH4NO2 with charge +1 at a distorted geometry (wB97M-V/def2-TZVPD).

- Relative energy (zero: lowest compared OMol25 entry of this formula, charge and spin): 7.153 eV
- Largest force on an atom: 2.83 eV Å⁻¹
- Net charge: +1
- Molecular weight: 62.05 g mol⁻¹
- DFT total energy: -245.2187 Eh
- Orbital gap: 10.42 eV

The geometry in XYZ format:
```
8
CH4NO2 | the OMol25 dataset | wB97M-V/def2-TZVPD
C -1.18 -0.11 -0.11
N 0.06 0.19 0.49
O 2.22 0.17 -0.16
O 0.93 -0.14 -0.33
H -1.14 -0.51 -1.13
H -1.47 -0.96 0.52
H -1.84 0.81 -0.05
H 2.42 0.54 0.78
```

***

(14)
Entry from the OMol25 dataset: an isolated molecule of CH4NO2P at a distorted geometry (wB97M-V/def2-TZVPD).

- Relative energy (zero: lowest compared OMol25 entry of this formula, charge and spin): 5.477 eV
- Largest force on an atom: 1.76 eV Å⁻¹
- Molecular weight: 93.02 g mol⁻¹
- DFT total energy: -586.9237 Eh
- Orbital gap: 8.84 eV
- SMILES: C=[PH2]ON=O

The geometry in XYZ format:
```
9
CH4NO2P | the OMol25 dataset | wB97M-V/def2-TZVPD
C -1.67 -0.44 -0.20
P -0.19 0.20 0.15
O 1.22 -0.82 0.67
N 2.40 -0.38 0.14
O 2.40 0.80 -0.10
H -1.91 -0.74 -1.18
H -2.59 -0.40 0.39
H 0.44 0.61 -1.05
H -0.09 1.17 1.18
```

***

(15)
Entry from the OMol25 dataset: the ion CH4NO2S with charge -1 at a distorted geometry (wB97M-V/def2-TZVPD).

- Relative energy (zero: lowest compared OMol25 entry of this formula, charge and spin): 2.572 eV
- Largest force on an atom: 2.65 eV Å⁻¹
- Net charge: -1
- Molecular weight: 94.11 g mol⁻¹
- DFT total energy: -643.9383 Eh
- Orbital gap: 8.05 eV
- SMILES: C[S@](=N)(=O)[O-]

The geometry in XYZ format:
```
9
CH4NO2S | the OMol25 dataset | wB97M-V/def2-TZVPD
C -0.14 -0.31 1.02
S 0.34 -0.13 -0.72
N -0.79 0.63 -1.51
O 0.55 -1.48 -1.27
O 1.59 0.68 -0.61
H 0.83 -0.30 1.59
H -0.73 0.53 1.28
H -0.75 -1.15 1.09
H -0.90 1.52 -0.88
```

***

(16)
Entry from the OMol25 dataset: a cluster of 2 separate species, CH4NO2SSi in total at a distorted geometry (wB97M-V/def2-TZVPD).

- Relative energy (zero: lowest compared OMol25 entry of this formula, charge and spin): 2.106 eV
- Largest force on an atom: 5.21 eV Å⁻¹
- Net charge: -1
- Molecular weight: 122.20 g mol⁻¹
- DFT total energy: -933.4954 Eh
- Orbital gap: 6.34 eV

The geometry in XYZ format:
```
10
CH4NO2SSi | the OMol25 dataset | wB97M-V/def2-TZVPD
C -2.65 0.12 0.12
N -0.09 0.52 -0.42
O -2.31 0.02 1.18
O -3.26 0.19 -0.88
Si 1.41 -0.08 -1.29
S 2.89 0.15 0.63
H 0.04 0.20 0.52
H -0.11 1.48 -0.27
H 1.23 -1.43 -0.77
H 2.85 -1.18 1.18
```

***

(17)
Entry from the OMol25 dataset: a structure of composition CH4NO2Si at a distorted geometry (wB97M-V/def2-TZVPD).

- Relative energy (zero: lowest compared OMol25 entry of this formula, charge and spin): 1.577 eV
- Largest force on an atom: 6.79 eV Å⁻¹
- Net charge: -1
- Molecular weight: 90.13 g mol⁻¹
- DFT total energy: -535.2520 Eh
- Orbital gap: 8.58 eV

The geometry in XYZ format:
```
9
CH4NO2Si | the OMol25 dataset | wB97M-V/def2-TZVPD
C -1.54 0.58 1.24
N -0.36 0.03 1.42
O -2.49 0.84 2.01
O -1.50 1.08 0.04
Si -0.16 0.29 -0.53
H -0.30 -0.99 2.26
H 1.36 0.83 -0.32
H -0.31 1.11 -1.84
H -0.48 -1.22 -0.58
```

***

(18)
Entry from the OMol25 dataset: a structure of composition CH4NO3 at a distorted geometry (wB97M-V/def2-TZVPD).

- Relative energy (zero: lowest compared OMol25 entry of this formula, charge and spin): 4.940 eV
- Largest force on an atom: 6.81 eV Å⁻¹
- Net charge: -1
- Molecular weight: 78.05 g mol⁻¹
- DFT total energy: -320.8952 Eh
- Orbital gap: 8.56 eV

The geometry in XYZ format:
```
9
CH4NO3 | the OMol25 dataset | wB97M-V/def2-TZVPD
C 0.34 -1.13 -0.53
N -0.58 1.01 1.09
O 0.15 1.94 0.13
O 1.09 -0.19 -0.75
O -0.81 -1.20 -0.30
H 0.92 -2.22 -1.04
H -0.04 0.11 1.22
H 0.64 1.24 -0.44
H -1.71 0.44 0.62
```

***

(19)
Entry from the OMol25 dataset: an isolated molecule of CH4NO5PS at a distorted geometry (wB97M-V/def2-TZVPD).

- Relative energy (zero: lowest compared OMol25 entry of this formula, charge and spin): 4.781 eV
- Largest force on an atom: 9.56 eV Å⁻¹
- Molecular weight: 173.09 g mol⁻¹
- DFT total energy: -1210.9028 Eh
- Orbital gap: 8.72 eV
- SMILES: N=P(O)(O)OC(=O)OS

The geometry in XYZ format:
```
13
CH4NO5PS | the OMol25 dataset | wB97M-V/def2-TZVPD
N 0.32 1.53 0.89
P 0.99 0.25 0.13
O 2.68 0.25 0.64
O 0.86 0.40 -1.63
O 0.25 -1.21 0.73
C -1.16 -1.34 0.32
O -2.02 -1.80 1.26
O -1.71 -1.09 -1.02
S -2.46 0.45 -1.12
H -0.44 1.15 1.53
H 3.22 -0.38 0.08
H 1.82 0.63 -1.90
H -2.34 1.16 0.10
```

***

(20)
Entry from the OMol25 dataset: an isolated molecule of CH4NOP at a distorted geometry (wB97M-V/def2-TZVPD).

- Relative energy (zero: lowest compared OMol25 entry of this formula, charge and spin): 4.167 eV
- Largest force on an atom: 4.39 eV Å⁻¹
- Molecular weight: 77.02 g mol⁻¹
- DFT total energy: -511.7110 Eh
- Orbital gap: 7.18 eV

The geometry in XYZ format:
```
8
CH4NOP | the OMol25 dataset | wB97M-V/def2-TZVPD
C -0.87 0.15 0.10
N 0.55 0.30 -0.13
O 1.06 -1.16 -0.25
P 1.45 1.62 -0.04
H -1.41 0.83 0.72
H -1.44 0.28 -0.90
H -1.20 -0.87 0.24
H 1.86 -1.15 0.25
```